[1]
62
Properties=species:S:1:pos:R:3:forces:R:3:nbo_charge:R:1 method="wB97M-V/def2-TZVPD" homo_energy_ev="-9.890 / -9.890" charge=+1 e_tot_ev=-210234.2756 spin_multiplicity=2
Ir -0.03950 0.02570 0.65860 0.0 -2.5 1.4 1.193
N -2.07570 -1.44040 0.54010 1.0 1.8 0.5 -0.737
C -1.73240 -2.67390 -0.14500 1.1 -0.4 -0.7 -0.365
C -0.39410 -2.50810 -0.94970 -1.9 -0.9 0.1 0.792
O -0.18910 -3.21560 -1.90790 0.2 -0.1 -0.1 -0.621
O 0.39880 -1.64030 -0.47550 1.3 1.7 0.4 -0.753
H -2.54000 -1.59630 1.42560 0.0 0.1 0.0 0.404
H -2.65440 -0.84940 -0.04930 0.0 0.1 0.1 0.408
H -2.50020 -3.00440 -0.84820 0.0 0.1 0.2 0.227
H -1.54490 -3.47130 0.57830 -0.1 0.1 0.0 0.234
Br -3.15620 2.61920 -2.55910 -0.2 0.1 -0.1 0.097
C -2.65790 3.11650 -0.82260 1.6 -2.2 0.6 -0.146
C -3.14090 4.24550 -0.22700 0.1 1.2 1.8 -0.222
C -2.73770 4.56590 1.07890 -0.5 -0.1 -1.0 -0.109
Br -3.48740 6.10670 1.86280 0.1 0.0 0.0 0.112
C -1.79940 3.77960 1.80470 -0.4 0.1 -0.7 -0.045
C -1.29470 4.10130 3.06400 1.4 -1.2 0.6 -0.094
C -0.28000 3.27700 3.59660 -1.5 2.1 0.0 -0.254
C 0.12820 2.15700 2.94040 -0.3 -1.9 -2.4 0.066
N -0.41310 1.75220 1.74060 0.2 1.2 1.5 -0.443
C -1.32910 2.60290 1.16730 0.5 -0.1 0.3 0.095
C -1.76590 2.23140 -0.12670 -1.4 1.1 -1.0 0.317
O -1.38110 1.11120 -0.62500 0.3 -0.7 -1.2 -0.730
H -3.83030 4.89440 -0.74550 0.0 0.0 0.0 0.255
H -1.64570 4.96930 3.59530 0.0 0.1 0.1 0.251
H 0.19040 3.54410 4.52840 0.0 0.0 0.1 0.248
H 0.90350 1.52340 3.34490 0.0 -0.1 0.0 0.237
C -1.79820 0.19530 -6.37060 0.1 -0.2 -0.3 -0.436
N -1.41590 0.47070 -5.00380 0.0 0.0 0.2 -0.550
C -0.26520 0.12690 -4.43800 -0.3 0.1 -0.5 0.289
N 0.63010 -0.62150 -5.08310 -0.3 0.2 0.0 -0.751
S 0.08530 0.69100 -2.87680 0.3 0.1 0.8 0.226
H -2.80130 0.57670 -6.53670 0.0 0.0 0.0 0.241
H -1.80210 -0.87760 -6.56900 -0.1 0.0 0.0 0.213
H -1.12130 0.68960 -7.07110 0.0 0.0 0.0 0.216
H -2.03180 1.05140 -4.45280 0.2 0.0 0.0 0.428
H 0.44880 -1.01140 -5.99390 0.0 0.0 0.0 0.420
H 1.45600 -0.91820 -4.59300 0.0 -0.1 0.0 0.434
C 2.98420 -6.16340 1.26690 0.0 0.0 -0.1 -0.625
C 3.53130 -5.29550 2.34900 0.1 0.8 -0.2 -0.061
C 3.86380 -5.81020 3.58420 0.2 0.3 0.3 -0.215
C 4.40480 -4.99720 4.57540 -0.1 0.6 -0.7 -0.048
Cl 4.81410 -5.66790 6.09810 0.1 -0.2 0.5 0.020
C 4.62480 -3.64510 4.32770 0.0 -0.7 0.3 -0.223
C 4.28990 -3.11090 3.09960 -0.3 -0.1 -0.7 -0.287
C 3.74950 -3.92090 2.10120 0.4 -0.7 1.3 0.361
O 3.43060 -3.51490 0.84910 -0.3 0.3 -0.7 -0.490
C 3.69920 -2.21120 0.42350 0.1 -0.1 -0.1 -0.167
C 2.66020 -1.19060 0.86700 -0.2 -1.1 0.9 0.835
O 2.51000 -0.10970 0.34950 -1.2 1.2 -0.4 -0.587
O 1.94350 -1.61650 1.90550 1.0 -0.6 -0.3 -0.501
H 2.89050 -7.18710 1.61510 0.0 -0.1 0.0 0.219
H 3.64370 -6.13510 0.40100 0.0 -0.1 -0.1 0.226
H 2.01020 -5.80590 0.93690 -0.1 0.0 -0.1 0.223
H 3.72130 -6.86170 3.77380 0.0 -0.1 0.1 0.227
H 5.06820 -3.02240 5.08800 0.0 0.1 0.1 0.229
H 4.44320 -2.05650 2.93140 0.1 0.1 0.0 0.208
H 3.65440 -2.24930 -0.66920 0.0 0.2 0.2 0.242
H 4.70050 -1.87630 0.72720 -0.1 0.1 -0.1 0.221
N 0.43330 -1.08490 3.43880 0.6 -0.3 0.5 -0.685
C 0.79610 -0.92820 2.25720 -1.4 0.7 -1.1 0.364
H -0.40260 -0.64030 3.78710 -0.2 0.2 -0.5 0.365



[2]
57
Properties=species:S:1:pos:R:3:forces:R:3:nbo_charge:R:1 method="wB97M-V/def2-TZVPD" homo_energy_ev="-10.425 / -10.567" charge=+1 e_tot_ev=-94734.8273 relative_energy_kj_mol=0.00 spin_multiplicity=4
Mn 0.18900 -0.72936 0.16990 -0.3 -1.2 -0.3 1.515
Cl -3.35650 -0.45116 -5.57310 0.1 0.0 -0.3 0.066
C -2.91700 -0.57606 -3.92540 -0.5 0.0 0.7 -0.069
C -1.58080 -0.70456 -3.58300 0.3 -0.1 0.1 -0.236
C -1.21590 -0.75296 -2.24020 -2.2 -0.1 0.3 0.094
N 0.06120 -0.78276 -1.71930 0.4 0.2 0.2 -0.592
C 1.16530 -0.59516 -2.49640 0.5 0.2 0.0 0.636
O 1.21050 -0.43026 -3.69990 0.1 -0.1 0.6 -0.549
C 2.40080 -0.56166 -1.63950 0.4 0.1 -0.2 0.129
C 3.66400 -0.47086 -2.20980 -0.3 0.0 0.2 -0.185
C 4.77190 -0.42946 -1.38000 -0.2 0.0 0.1 -0.116
C 4.57100 -0.51526 -0.01020 -0.2 -0.1 0.0 -0.225
C 3.28050 -0.62696 0.47580 0.2 0.0 0.3 0.075
N 2.20790 -0.61886 -0.31290 0.1 0.2 -0.4 -0.479
C -2.22430 -0.70706 -1.22790 0.3 -0.2 -2.2 0.188
C -3.56530 -0.62176 -1.58970 0.1 -0.1 0.3 -0.260
C -3.91000 -0.53886 -2.92830 0.7 0.0 -0.5 -0.053
Cl -5.55480 -0.38056 -3.36700 -0.3 0.0 0.1 0.065
N -1.69850 -0.71016 0.04480 0.2 0.2 0.5 -0.605
C -2.47250 -0.53216 1.15270 0.0 0.1 0.5 0.634
O -3.67850 -0.39366 1.20340 0.6 -0.1 0.1 -0.547
C -1.61110 -0.49326 2.38320 -0.3 0.1 0.4 0.139
C -2.18130 -0.44046 3.64870 0.2 0.0 -0.3 -0.184
C -1.35060 -0.41906 4.75630 0.1 0.0 -0.2 -0.120
C 0.02010 -0.46506 4.55010 0.0 0.0 -0.2 -0.214
C 0.50590 -0.51836 3.25510 0.3 0.0 0.2 0.066
N -0.28410 -0.51506 2.18490 -0.4 0.2 0.1 -0.486
H -0.82920 -0.74516 -4.35530 -0.1 0.0 0.0 0.276
H 3.73320 -0.43906 -3.28500 0.0 0.0 -0.1 0.267
H 5.76800 -0.34686 -1.78450 0.1 0.0 -0.1 0.245
H 5.39510 -0.50636 0.68240 0.1 0.0 0.1 0.245
H 3.10670 -0.74106 1.53800 0.0 0.0 0.0 0.202
H -4.33430 -0.60786 -0.83380 0.0 0.1 -0.1 0.277
H -3.25710 -0.42496 3.72050 -0.1 0.0 0.0 0.267
H -1.75550 -0.37856 5.75470 -0.1 0.0 0.1 0.245
H 0.71330 -0.46336 5.37380 0.1 0.0 0.1 0.244
H 1.57160 -0.57396 3.07780 0.0 0.0 0.0 0.201
C -1.37970 2.43824 -1.53770 0.4 -0.2 0.2 -0.636
C -0.06120 2.65334 -0.81710 -0.2 0.3 -0.5 -0.053
O 0.26490 1.62314 0.13970 -0.1 -0.5 0.3 -0.581
C 1.30460 2.08164 1.01360 0.1 0.2 0.3 -0.052
C 0.81870 2.99494 2.13130 0.0 -0.2 -0.4 -0.637
H -1.61310 3.34114 -2.09960 0.0 0.1 0.0 0.240
H -2.18700 2.25134 -0.83190 -0.1 0.0 0.0 0.222
H -1.31710 1.61734 -2.24390 -0.1 0.0 0.0 0.223
H -0.12030 3.59574 -0.26560 0.1 -0.1 -0.1 0.189
H 0.76600 2.71434 -1.53940 -0.1 0.0 0.1 0.182
H 2.06790 2.58904 0.41190 0.0 -0.2 0.0 0.193
H 1.75310 1.19244 1.46050 0.0 0.1 -0.1 0.167
H 0.49280 3.95994 1.75640 -0.1 0.1 0.0 0.224
H 1.64170 3.16354 2.82030 0.1 0.1 0.1 0.229
H -0.00480 2.53054 2.66740 -0.1 0.0 0.1 0.215
C 0.18920 -3.74886 0.20890 -0.9 -0.7 -1.0 -0.250
O 0.50250 -2.46086 0.57340 0.8 1.7 0.9 -0.615
H -0.87430 -3.96256 0.39360 0.2 -0.1 0.0 0.183
H 0.79680 -4.44716 0.80460 -0.1 0.3 -0.1 0.216
H 0.40080 -3.91926 -0.85740 0.0 -0.1 0.2 0.182



[3]
57
Properties=species:S:1:pos:R:3:forces:R:3:nbo_charge:R:1 method="wB97M-V/def2-TZVPD" homo_energy_ev="-3.621 / -4.589" charge=-1 e_tot_ev=-337885.0641 relative_energy_kj_mol=0.00 spin_multiplicity=5
Rh -0.26503 -0.07791 1.35040 0.1 0.1 0.1 0.499
Se -2.67191 -1.27100 0.17410 -0.1 -0.1 0.0 -0.469
P -2.16364 0.28547 -1.18849 0.1 0.1 0.0 0.973
Se -1.01590 1.85306 -0.19460 0.0 0.2 -0.2 -0.425
C -3.63029 1.00401 -2.00240 0.0 0.0 0.0 -0.291
C -4.68223 0.16494 -2.35874 0.0 0.0 0.0 -0.211
C -5.78177 0.67607 -3.03018 0.0 0.0 0.0 -0.215
C -5.83843 2.02734 -3.34475 0.0 0.0 0.0 -0.209
C -4.79525 2.86696 -2.98341 0.0 0.0 0.0 -0.216
C -3.69208 2.35741 -2.31228 0.0 0.0 0.0 -0.219
C -1.19834 -0.30493 -2.62227 0.0 -0.1 0.0 -0.423
C -1.07604 -1.66378 -2.87968 0.0 0.0 0.0 -0.191
C -0.34876 -2.09661 -3.98115 0.0 0.0 0.0 -0.209
C 0.25584 -1.17605 -4.82266 0.0 0.0 0.0 -0.206
C 0.13638 0.18441 -4.56419 0.0 0.0 0.0 -0.227
C -0.58646 0.61801 -3.46681 0.0 0.0 0.0 -0.131
H -4.63739 -0.88341 -2.08836 0.0 0.0 0.0 0.234
H -6.59997 0.02067 -3.30121 0.0 0.0 0.0 0.209
H -6.70094 2.42705 -3.86368 0.0 0.0 0.0 0.206
H -4.84248 3.92328 -3.21667 0.0 0.0 0.0 0.208
H -2.88331 3.01198 -2.01101 0.0 0.0 0.0 0.232
H -1.52758 -2.37238 -2.19610 0.0 0.0 0.0 0.245
H -0.24018 -3.15741 -4.16937 0.0 0.0 0.0 0.209
H 0.83587 -1.51780 -5.67088 0.0 0.0 0.0 0.206
H 0.62805 0.90479 -5.20505 0.0 0.0 0.0 0.209
H -0.65295 1.67539 -3.24009 0.0 0.0 0.0 0.216
O 2.65728 -0.18126 -2.14704 0.0 0.0 0.1 -0.747
C 2.73935 0.60042 -0.96743 0.0 0.0 0.0 -0.072
C 3.44454 -0.13519 0.18154 0.0 -0.1 -0.1 -0.161
C 4.91989 -0.26287 -0.23990 0.0 0.0 0.0 -0.053
O 5.72885 -1.04542 0.63237 0.0 0.0 0.0 -0.723
C 3.40256 0.71152 1.45078 0.0 0.0 0.0 -0.610
Se 1.69566 1.07671 2.33654 0.0 0.0 0.0 0.217
C 2.88733 -1.55222 0.40867 0.0 0.0 0.0 -0.574
Se 0.96246 -1.85474 0.13789 0.0 0.0 0.0 -0.202
H 1.92132 -0.79990 -2.00326 0.0 0.0 -0.1 0.486
H 1.74704 0.92326 -0.64389 0.0 0.0 0.0 0.205
H 3.30876 1.49808 -1.23004 0.0 0.0 0.0 0.167
H 5.34802 0.74230 -0.35565 0.0 0.0 0.0 0.150
H 4.95758 -0.75878 -1.20923 0.0 0.0 0.0 0.199
H 5.75165 -0.61424 1.49159 0.0 0.0 0.0 0.458
H 3.86024 1.68983 1.27488 0.0 0.0 0.0 0.220
H 3.98200 0.22706 2.24396 0.0 0.0 0.0 0.212
H 3.15066 -1.90011 1.40717 0.0 0.0 0.0 0.216
H 3.36569 -2.23246 -0.29589 0.0 0.0 0.0 0.221
Cl -0.40122 -2.24093 3.41852 0.0 -0.1 0.2 0.039
C -0.24069 -1.25163 4.84027 0.0 0.1 0.0 -0.069
C 0.33922 -1.82375 5.95901 0.0 0.0 0.0 -0.224
C 0.47795 -1.08093 7.11895 -0.1 0.1 0.0 -0.242
C 0.02820 0.23330 7.13626 0.0 -0.1 0.0 -0.233
C -0.54164 0.78576 6.00360 0.0 -0.1 0.0 -0.053
Cl -1.07956 2.43683 6.10863 0.0 0.0 0.0 -0.007
C -0.70164 0.07661 4.79712 0.0 0.0 0.0 -0.210
S -1.45735 0.78084 3.39967 -0.1 -0.1 0.0 -0.257
H 0.67382 -2.85121 5.90905 0.0 0.0 0.0 0.218
H 0.92891 -1.51827 7.99954 0.0 0.0 0.0 0.207
H 0.11793 0.84183 8.02585 0.0 0.0 0.0 0.217



[4]
55
Properties=species:S:1:pos:R:3:forces:R:3:nbo_charge:R:1 method="wB97M-V/def2-TZVPD" homo_energy_ev=-7.869 smiles="O=C(NCc1ccccn1)c1cc(S(=O)(=O)N2CCN(c3ccccc3)CC2)ccc1Cl" e_tot_ev=-59685.2368 relative_energy_kj_mol=281.35
O -1.18900 -0.89269 -1.93392 -0.4 0.1 0.0 -0.627
C -0.00300 -1.01250 -1.69365 0.4 0.1 0.0 0.662
N 0.75722 -2.01543 -2.16033 0.2 -0.3 -0.2 -0.605
H 1.70752 -2.15892 -1.84386 -0.1 0.1 0.1 0.433
C 0.19006 -3.15223 -2.84270 -0.2 0.1 -0.2 -0.260
C 0.84481 -4.42506 -2.37464 -0.1 -0.2 0.0 0.209
N 2.00237 -4.28969 -1.74162 0.0 0.3 -0.1 -0.459
C 2.62758 -5.37366 -1.31661 0.2 -0.4 0.1 0.053
C 2.13620 -6.65497 -1.50259 0.0 0.0 0.0 -0.264
C 0.92904 -6.80037 -2.17066 0.0 0.1 0.0 -0.157
C 0.26894 -5.66835 -2.61589 0.1 0.0 0.1 -0.245
H -0.67365 -5.73921 -3.13639 -0.1 0.0 0.0 0.221
H 0.50796 -7.78100 -2.33804 0.0 -0.1 0.0 0.220
H 2.67885 -7.51204 -1.13664 0.1 -0.1 0.0 0.223
H 3.56407 -5.19678 -0.80391 0.1 -0.1 0.0 0.196
H 0.33882 -3.05246 -3.92745 -0.1 -0.1 0.1 0.211
H -0.88800 -3.16681 -2.65474 0.2 0.0 -0.1 0.241
C 0.72580 0.02451 -0.88361 -0.1 0.1 0.2 -0.091
C 0.46877 1.35968 -1.18342 0.2 -0.2 -0.2 -0.169
C 1.00359 2.36992 -0.40780 -0.3 0.5 0.0 -0.350
C 1.83053 2.07476 0.66298 0.2 0.0 0.0 -0.170
C 2.10516 0.75389 0.96948 0.0 0.0 0.0 -0.234
C 1.52861 -0.26383 0.21910 -0.1 0.3 -0.1 -0.017
Cl 1.79397 -1.89307 0.71903 0.2 -0.1 0.2 0.033
H 2.73641 0.50385 1.80756 0.0 0.0 0.1 0.236
H 2.25018 2.88567 1.23747 0.1 0.0 0.1 0.247
S 0.28859 4.01123 -0.52788 0.0 0.0 0.1 2.334
O 1.15165 4.95754 0.11125 0.1 -0.3 0.3 -0.937
O -0.15229 4.26019 -1.86458 -0.2 -0.4 -0.1 -0.930
N -1.07046 3.83395 0.43755 0.6 0.4 -0.6 -0.659
C -2.04824 2.92139 -0.12883 -0.6 -0.3 -0.4 -0.274
H -2.35861 3.34955 -1.08246 -0.1 -0.2 0.0 0.237
C -3.23744 2.72952 0.81712 0.2 0.0 -0.3 -0.213
N -2.77552 2.34370 2.13668 -0.4 0.1 0.1 -0.449
C -2.23124 1.06109 2.29787 0.0 -0.3 0.1 0.250
C -2.38084 0.05295 1.33946 -0.1 0.2 -0.1 -0.308
C -1.84369 -1.20577 1.53237 0.1 -0.1 0.1 -0.179
C -1.14650 -1.51358 2.68595 0.0 -0.1 0.0 -0.257
C -1.02013 -0.53949 3.66040 0.1 0.0 0.0 -0.193
C -1.55312 0.72072 3.47427 0.0 0.2 0.0 -0.285
H -1.44137 1.44005 4.26991 0.0 0.1 0.0 0.206
H -0.49835 -0.75892 4.58097 0.0 0.0 0.1 0.211
H -0.71809 -2.49405 2.82824 0.0 -0.1 0.0 0.214
H -1.96788 -1.94606 0.75582 0.0 -0.1 -0.1 0.219
H -2.91041 0.22544 0.41761 0.0 0.1 -0.1 0.221
C -2.01133 3.45829 2.66768 0.4 0.1 -0.1 -0.219
H -1.75008 3.29999 3.71192 0.0 0.1 -0.1 0.213
C -0.73972 3.63658 1.83535 0.2 0.1 0.8 -0.263
H -0.16747 4.51130 2.14615 0.0 -0.1 0.2 0.236
H -0.11993 2.73600 1.97373 -0.1 0.1 0.1 0.192
H -2.63272 4.35397 2.60463 0.0 0.0 0.1 0.208
H -3.91848 1.98079 0.41452 0.0 0.1 0.0 0.217
H -3.78934 3.66663 0.92315 0.0 -0.1 0.0 0.207
H -1.59887 1.93612 -0.31233 -0.2 0.1 0.0 0.207
H -0.14703 1.60742 -2.03449 -0.2 -0.1 0.0 0.258



Number 1: F_max 3.1 eV/Å. Number 2: F_max 2.2 eV/Å. Number 3: F_max 0.2 eV/Å. Number 4: F_max 1.0 eV/Å.